19
Properties=species:S:1:pos:R:3:forces:R:3 method="wB97M-V/def2-TZVPD" relative_energy_kcal_mol=123.94 max_force_ev_per_a=6.21 energy_ha=-382.05465 gap_ev=8.38
C -0.870 -0.452 -0.235 0.3450 0.7111 0.3635
C -2.289 -0.196 -0.049 0.3540 -0.4394 0.0792
C 0.630 1.764 -0.453 0.9835 -2.2491 -0.7658
C 1.638 0.615 -0.468 -0.9472 -0.3546 3.1806
C 0.133 0.437 -0.309 0.5669 -3.0646 -0.5029
C -3.097 -1.473 -0.003 -3.5973 3.1753 -3.9461
C 2.630 0.374 0.689 -2.7352 1.1273 -2.0824
N -2.800 0.973 0.107 -1.1411 0.4844 0.1103
N -3.386 1.945 0.242 0.7278 -0.5121 -0.0906
H -0.832 -1.557 -0.213 1.3094 0.7404 -0.1624
H 0.480 2.406 0.304 0.1728 2.2774 2.8221
H 0.512 2.173 -1.371 -0.6213 1.4900 -2.8042
H 2.200 0.257 -1.273 -0.2369 0.1979 -2.2070
H -4.234 -1.259 -0.130 1.7605 -0.1879 0.7495
H -2.930 -2.035 0.817 0.6378 -2.0220 2.5474
H -2.929 -1.955 -0.973 0.3997 -0.5507 0.4680
H 3.236 -0.407 0.493 1.9843 -2.6816 -0.7857
H 2.236 0.242 1.605 -2.1107 -0.9496 3.1426
H 3.195 1.192 0.879 2.1478 2.8079 -0.1160